The following is a quantum chemistry calculation of C19H35BN6O3PRe as an isolated structure in a non-equilibrium geometry, from the OMol25 dataset.

Geometry as ORCA input:
```
! RIJCOSX wB97M-V def2-TZVPD def2/J DEFGRID3
* xyz 3 2
Re 0.45 0.44 -0.34
C -2.03 2.91 2.31
C -1.44 1.95 1.34
N -0.18 1.69 1.25
C 0.80 2.42 2.05
C 2.06 1.60 2.27
N 2.28 0.57 1.21
C 3.65 0.49 0.64
C 3.62 0.77 -0.83
N 2.43 0.18 -1.45
C 2.45 -1.27 -1.78
C 1.20 -1.54 -2.58
N 0.08 -0.86 -1.94
C -1.16 -1.03 -2.27
C -1.63 -1.90 -3.37
C -2.13 -0.26 -1.47
C -3.50 -0.19 -1.67
C -4.26 0.61 -0.83
C -3.65 1.34 0.19
C -2.28 1.25 0.35
N -1.56 0.46 -0.47
H -1.78 3.94 2.03
H -1.64 2.75 3.31
H -3.11 2.84 2.36
H 0.40 2.71 3.02
H 1.04 3.34 1.50
H 2.00 1.10 3.23
H 2.90 2.29 2.30
H 2.08 -0.33 1.62
H 4.06 -0.49 0.85
H 4.31 1.22 1.12
H 4.53 0.39 -1.30
H 3.58 1.84 -1.00
H 2.29 0.68 -2.33
H 2.47 -1.83 -0.85
H 3.33 -1.55 -2.37
H 1.04 -2.62 -2.67
H 1.31 -1.14 -3.59
H -0.86 -2.57 -3.74
H -1.97 -1.27 -4.20
H -2.49 -2.50 -3.05
H -3.97 -0.75 -2.47
H -5.33 0.68 -0.97
H -4.25 1.98 0.82
C -1.75 -1.19 2.88
O -0.39 -1.51 2.52
P 0.17 -1.60 1.04
O -0.82 -2.56 0.27
C -1.31 -3.84 0.78
O 1.55 -2.31 1.31
C 1.79 -3.44 2.21
H -2.01 -1.81 3.74
H -2.44 -1.39 2.07
H -1.81 -0.14 3.17
H -2.36 -3.91 0.51
H -1.20 -3.91 1.86
H -0.76 -4.64 0.30
H 1.47 -4.36 1.73
H 1.28 -3.29 3.15
H 2.87 -3.48 2.37
B 0.01 4.24 -2.97
C 0.31 3.02 -2.14
N 0.48 2.08 -1.45
H -0.63 3.90 -3.95
H -0.58 5.01 -2.25
H 1.01 4.75 -3.39
*
```

The orbital gap (spin up / spin down) comes out at 6.30 / 5.39 eV. As for the energy above the lowest of the compared OMol25 structures with the same formula, charge and spin: 15.1 kcal per mole. For the electronic energy, the calculation gives -1742.854463 Ha. The value obtained for the LUMO energy (spin up / spin down) is -10.71 / -11.52 eV.


The following is a quantum chemistry calculation of a 3-piece molecular cluster, C34H71N2O7S2 overall, from the OMol25 dataset.

Geometry as ORCA input:
```
! RIJCOSX wB97M-V def2-TZVPD def2/J DEFGRID3
* xyz 0 2
C 4.26 -1.23 0.06
C 4.83 -2.25 -0.94
C 5.34 -1.58 -2.22
C 4.27 -1.53 -3.32
N 3.33 -0.43 -3.09
C 1.91 -0.82 -3.06
C 1.37 -1.54 -4.30
C -0.03 -2.12 -4.03
C -1.13 -1.06 -4.17
C -2.52 -1.42 -3.61
C -3.08 -2.60 -4.42
C -2.50 -1.86 -2.13
C -2.44 -0.73 -1.05
C -3.66 -0.75 -0.09
C -1.19 -0.95 -0.19
N -2.31 0.60 -1.71
O -1.11 1.01 -1.87
C -3.25 0.97 -2.82
C -2.62 2.13 -3.60
C -4.60 1.48 -2.29
C -3.49 -0.24 -3.76
C 3.56 0.76 -3.82
S 3.56 0.90 -5.43
S 3.92 2.20 -2.79
C 2.26 2.73 -2.25
C 2.24 2.97 -0.74
C 1.73 1.75 0.02
H 5.08 -0.65 0.50
H 3.70 -1.72 0.85
H 3.60 -0.54 -0.46
H 5.64 -2.82 -0.46
H 4.04 -2.97 -1.18
H 6.22 -2.09 -2.61
H 5.60 -0.55 -1.98
H 4.75 -1.44 -4.30
H 3.71 -2.47 -3.31
H 1.77 -1.45 -2.18
H 1.33 0.09 -2.88
H 1.33 -0.87 -5.16
H 2.04 -2.37 -4.56
H -0.01 -2.57 -3.04
H -0.21 -2.93 -4.75
H -0.77 -0.12 -3.75
H -1.26 -0.88 -5.25
H -2.55 -3.52 -4.18
H -4.14 -2.76 -4.20
H -2.96 -2.42 -5.50
H -3.42 -2.44 -1.97
H -1.69 -2.56 -1.94
H -4.23 -1.67 -0.19
H -4.32 0.09 -0.24
H -3.31 -0.70 0.94
H -1.03 -0.11 0.49
H -1.36 -1.85 0.41
H -0.30 -1.13 -0.80
H -3.37 2.48 -4.32
H -1.74 1.81 -4.17
H -2.37 2.96 -2.95
H -5.21 0.69 -1.86
H -5.17 1.89 -3.13
H -4.45 2.27 -1.55
H -3.43 0.13 -4.79
H -4.51 -0.62 -3.62
H 1.99 3.63 -2.81
H 1.56 1.94 -2.52
H 3.24 3.24 -0.38
H 1.60 3.83 -0.53
H 1.84 1.88 1.10
H 0.68 1.58 -0.20
H 2.30 0.86 -0.27
C 0.85 5.34 2.21
O -0.43 5.21 1.64
C -0.89 3.88 1.46
C -2.23 3.62 2.11
O -2.27 3.71 3.52
C -2.16 4.98 4.13
C -3.37 5.89 3.98
O -3.60 6.28 2.65
C -4.89 6.02 2.14
H 1.62 5.44 1.43
H 0.86 6.25 2.81
H 1.10 4.49 2.85
H -0.16 3.16 1.83
H -1.02 3.70 0.38
H -2.47 2.57 1.90
H -3.02 4.22 1.64
H -1.25 5.50 3.84
H -2.08 4.76 5.20
H -3.17 6.78 4.58
H -4.25 5.39 4.40
H -5.34 5.14 2.61
H -4.80 5.83 1.07
H -5.56 6.87 2.29
C 1.32 -1.61 2.73
O 1.64 -2.99 2.77
C 3.00 -3.31 3.01
C 3.19 -4.26 4.18
O 2.82 -3.75 5.45
C 1.45 -3.58 5.75
C 0.65 -4.86 5.94
O 0.54 -5.63 4.77
C 0.97 -6.97 4.87
H 1.32 -1.24 1.70
H 0.32 -1.48 3.15
H 2.03 -1.02 3.33
H 3.59 -2.40 3.17
H 3.39 -3.82 2.12
H 4.27 -4.42 4.25
H 2.74 -5.23 3.97
H 0.95 -2.92 5.03
H 1.44 -3.07 6.72
H -0.36 -4.56 6.26
H 1.09 -5.44 6.76
H 1.76 -7.09 5.62
H 1.36 -7.28 3.90
H 0.13 -7.63 5.14
*
```

The orbital gap comes out at 7.55 eV. For the electronic energy, the calculation gives -2770.402925 Ha. The value obtained for the LUMO energy is -0.36 eV.


The following is a quantum chemistry calculation of a 6-piece molecular cluster, C30H38BBrN5O4S overall in a non-equilibrium geometry, from the OMol25 dataset.

Geometry as ORCA input:
```
! RIJCOSX wB97M-V def2-TZVPD def2/J DEFGRID3
* xyz 1 1
C 3.96 -5.15 -1.84
C 3.31 -5.27 -3.37
O 3.20 -3.98 -4.06
C 1.82 -3.46 -4.05
C 1.60 -2.51 -2.69
O 1.29 -3.37 -1.53
C -0.15 -3.54 -1.32
S -0.72 -5.35 -1.33
Br -2.58 -5.33 -0.02
B -1.37 -5.87 -3.01
O -2.55 -5.26 -3.69
O -0.69 -6.98 -3.74
H 4.79 -5.94 -1.62
H 3.04 -5.33 -1.11
H 4.32 -4.03 -1.64
H 2.29 -5.88 -3.31
H 4.11 -5.92 -3.98
H 0.99 -4.28 -4.01
H 1.63 -2.83 -5.04
H 2.67 -2.02 -2.49
H 0.78 -1.69 -2.91
H -0.37 -3.16 -0.21
H -0.83 -2.91 -2.02
H -2.32 -4.26 -3.74
H 0.23 -7.15 -3.34
N -1.28 -2.20 1.90
C -1.82 -2.65 3.06
C -1.34 -2.31 4.31
C -0.24 -1.46 4.39
C 0.34 -0.99 3.22
C -0.22 -1.38 2.01
H -2.67 -3.31 2.95
H -1.81 -2.70 5.21
H 0.16 -1.18 5.36
H 1.19 -0.32 3.25
H 0.20 -1.03 1.07
N -2.96 3.77 2.50
C -2.69 2.62 1.84
C -2.11 1.51 2.42
C -1.77 1.58 3.77
C -2.02 2.75 4.48
C -2.62 3.81 3.80
H -2.98 2.61 0.79
H -1.92 0.61 1.85
H -1.30 0.73 4.27
H -1.77 2.84 5.53
H -2.84 4.74 4.31
N 2.22 1.53 4.33
C 2.49 2.26 5.43
C 2.76 3.62 5.40
C 2.75 4.27 4.17
C 2.47 3.54 3.02
C 2.21 2.18 3.15
H 2.50 1.71 6.37
H 2.97 4.16 6.32
H 2.95 5.33 4.11
H 2.45 4.02 2.05
H 1.98 1.57 2.28
N -3.02 -1.46 -4.21
C -3.09 -0.23 -4.78
C -4.23 0.56 -4.77
C -5.37 0.06 -4.15
C -5.33 -1.20 -3.56
C -4.15 -1.91 -3.62
H -2.18 0.11 -5.25
H -4.23 1.54 -5.23
H -6.28 0.65 -4.12
H -6.20 -1.61 -3.07
H -4.07 -2.90 -3.17
N 2.50 5.95 0.66
C 1.25 6.25 0.27
C 0.95 7.04 -0.83
C 2.01 7.56 -1.57
C 3.32 7.26 -1.19
C 3.51 6.46 -0.08
H 0.46 5.83 0.89
H -0.08 7.25 -1.10
H 1.82 8.18 -2.44
H 4.16 7.65 -1.75
H 4.51 6.20 0.25
*
```

The orbital gap comes out at 5.07 eV. For the electronic energy, the calculation gives -4737.389830 Ha. The value obtained for the LUMO energy is -6.12 eV.


The following is a quantum chemistry calculation of C3H7O4Tl2 as an isolated structure in a non-equilibrium geometry, from the OMol25 dataset.

Geometry as ORCA input:
```
! RIJCOSX wB97M-V def2-TZVPD def2/J DEFGRID3
* xyz 5 1
Tl 14.77 -3.10 12.79
Tl 13.74 -7.91 11.84
O 13.14 -5.16 11.46
H 12.93 -4.68 10.63
C 11.42 -1.60 8.39
O 11.73 -0.47 9.12
C 12.44 -0.40 10.24
O 13.03 -1.26 10.85
O 12.35 0.94 10.59
C 13.12 1.53 11.50
H 11.42 -2.53 9.00
H 12.23 -1.80 7.63
H 10.39 -1.58 8.00
H 12.41 1.91 12.35
H 13.62 2.48 11.08
H 13.85 0.94 12.06
*
```

The orbital gap comes out at 4.37 eV. For the electronic energy, the calculation gives -761.362509 Ha. The value obtained for the LUMO energy is -25.22 eV.